Entry 1:
{
  "formula": "C14H39ClFNO12P3S",
  "method": "ωB97M-V/def2-TZVPD",
  "charge": 1,
  "max_force_ha_per_bohr": 0.2032,
  "species": ["C", "C", "F", "N", "S", "C", "C", "C", "Cl", "H", "H", "H", "H", "H", "H", "H", "H", "H", "H", "H", "H", "C", "O", "P", "O", "O", "C", "O", "C", "H", "H", "H", "H", "H", "H", "H", "H", "H", "C", "O", "P", "O", "O", "C", "O", "C", "H", "H", "H", "H", "H", "H", "H", "H", "H", "C", "O", "P", "O", "O", "C", "O", "C", "H", "H", "H", "H", "H", "H", "H", "H", "H"],
  "coordinates": [[3.87062, 4.00983, -1.47118], [3.78766, 2.49714, -2.10719], [2.88650, 2.58994, -3.31527], [3.13899, 1.58276, -1.08701], [1.39911, 1.53804, -1.23117], [3.74220, 0.18943, -1.05400], [4.92138, 0.03794, 0.09975], [4.44694, -0.96239, 1.35277], [2.99003, -0.20707, 2.28500], [4.14387, 4.03516, -0.31706], [2.81317, 4.50942, -1.65042], [4.67640, 4.67425, -2.04283], [4.85956, 2.11667, -2.46913], [3.34952, 2.01148, -0.13569], [0.92322, 1.83258, 0.08659], [4.20813, -0.03440, -2.12825], [2.94184, -0.65674, -0.79225], [5.90340, -0.47773, -0.33485], [5.25658, 1.05403, 0.57375], [4.17988, -2.05476, 0.97487], [5.38138, -0.96672, 2.09494], [-4.15864, -0.18550, -5.27801], [-2.93095, -0.16098, -4.57077], [-1.80393, -1.38640, -5.04123], [-2.74750, -2.47997, -4.52890], [-0.81424, -0.93781, -3.79949], [-0.35652, 0.40112, -3.78108], [-0.67697, -2.61169, -5.51172], [0.56644, -2.14039, -5.99017], [-4.67236, 0.76527, -5.11736], [-3.97860, -0.31766, -6.34752], [-4.79441, -0.99142, -4.90150], [-0.97718, 0.98568, -3.09923], [-0.38951, 0.84796, -4.77962], [0.67517, 0.41735, -3.42055], [1.24016, -1.94782, -5.15077], [0.43316, -1.22761, -6.57740], [1.00976, -2.90914, -6.62813], [0.16184, 1.13388, 3.05936], [-0.50548, 2.14422, 3.79550], [-1.42195, 3.25115, 2.83220], [-0.14043, 3.76674, 2.16847], [-1.70921, 4.16549, 4.17538], [-2.36782, 3.54098, 5.26110], [-2.33841, 4.35797, 1.86898], [-3.71921, 4.41870, 2.16360], [0.46818, 0.34447, 3.74978], [-0.50530, 0.70951, 2.30535], [1.05609, 1.54374, 2.58206], [-1.62817, 3.22804, 6.00058], [-2.94528, 2.67182, 4.93107], [-3.04692, 4.26121, 5.72450], [-3.89362, 5.11102, 2.99176], [-4.10311, 3.42743, 2.42003], [-4.24930, 4.78519, 1.28087], [1.27921, -4.45955, 1.91646], [0.09555, -4.48151, 2.69524], [-1.09965, -3.32356, 2.22214], [-0.16816, -2.17133, 2.61377], [-2.00016, -3.72896, 3.54402], [-2.40783, -5.07851, 3.66680], [-2.29479, -2.16575, 1.74903], [-3.54579, -2.70485, 1.37291], [1.83499, -5.38187, 2.10117], [1.03381, -4.39746, 0.85362], [1.90616, -3.61238, 2.20755], [-1.72872, -5.60085, 4.34343], [-2.41589, -5.58294, 2.69556], [-3.41602, -5.10658, 4.08799], [-4.16319, -2.86862, 2.26037], [-3.41363, -3.64630, 0.83256], [-4.05205, -1.99038, 0.71889]]
}


Entry 2:
{
  "formula": "F5LiSr3",
  "method": "ωB97M-V/def2-TZVPD",
  "relative_energy_kcal_mol": 0.00,
  "charge": 2,
  "max_force_ha_per_bohr": 0.0575,
  "species": ["Sr", "Sr", "Sr", "Li", "F", "F", "F", "F", "F"],
  "coordinates": [[2.31386, 16.55019, -19.73360], [5.86828, 17.29124, -21.21404], [5.25511, 13.87809, -19.48805], [5.55846, 16.68840, -17.05638], [6.40697, 14.46198, -17.39084], [3.47389, 18.59459, -18.17323], [3.87809, 15.10914, -21.33873], [4.94129, 16.36278, -18.90175], [7.20587, 15.35002, -20.53460]]
}


Entry 3:
{
  "formula": "C18H50F36N4O4P6",
  "method": "ωB97M-V/def2-TZVPD",
  "relative_energy_kcal_mol": 160.36,
  "charge": -2,
  "max_force_ha_per_bohr": 0.1282,
  "species": ["C", "C", "O", "N", "H", "H", "C", "H", "H", "H", "H", "H", "H", "C", "N", "C", "C", "C", "C", "O", "H", "H", "H", "H", "H", "H", "H", "H", "H", "H", "H", "H", "H", "H", "C", "N", "C", "C", "C", "C", "O", "H", "H", "H", "H", "H", "H", "H", "H", "H", "H", "H", "H", "H", "H", "C", "N", "C", "C", "C", "C", "O", "H", "H", "H", "H", "H", "H", "H", "H", "H", "H", "H", "H", "H", "H", "P", "F", "F", "F", "F", "F", "F", "P", "F", "F", "F", "F", "F", "F", "P", "F", "F", "F", "F", "F", "F", "P", "F", "F", "F", "F", "F", "F", "P", "F", "F", "F", "F", "F", "F", "P", "F", "F", "F", "F", "F", "F"],
  "coordinates": [[0.38049, -2.48660, -0.06195], [-1.04282, -2.13774, -0.02279], [-1.42704, -0.99745, 0.38505], [-2.07659, -3.24067, -0.43939], [-2.20178, -3.08099, -1.42880], [-1.55834, -4.09625, -0.29983], [-3.41077, -3.18547, 0.20822], [0.99690, -1.62113, 0.18118], [0.66915, -2.94630, -1.00719], [0.47891, -3.31627, 0.63808], [-3.97423, -4.02627, -0.19633], [-3.75882, -2.19458, -0.08351], [-3.33185, -3.15878, 1.29504], [-1.01866, 6.48637, 5.34676], [-1.29914, 5.40918, 4.21662], [-1.65522, 4.08267, 4.91129], [-2.43205, 5.99716, 3.36479], [-0.05058, 5.16477, 3.23275], [0.70375, 6.40035, 2.70632], [-0.02157, 7.15142, 1.84258], [-0.14305, 6.23616, 5.94578], [-1.98355, 6.39533, 5.84556], [-0.75911, 7.42877, 4.86448], [-0.74830, 3.97212, 5.50576], [-1.60784, 3.35668, 4.09962], [-2.53412, 4.14294, 5.55317], [-2.32921, 5.59686, 2.35617], [-2.30012, 7.05449, 3.13513], [-3.39151, 5.83529, 3.85601], [-0.39603, 4.57408, 2.38429], [0.62109, 4.48112, 3.75197], [1.57070, 6.03547, 2.15554], [0.99360, 7.02887, 3.54837], [0.65133, 7.61232, 1.33623], [9.77737, -3.75797, 2.66741], [8.33735, -3.79278, 2.19978], [8.32682, -2.95123, 0.89027], [7.86849, -5.21765, 1.91429], [7.44951, -3.19050, 3.37097], [7.34046, -1.63387, 3.47533], [8.63551, -1.19106, 3.69775], [9.90636, -4.21736, 3.64742], [10.20744, -2.76757, 2.81654], [10.44340, -4.22475, 1.94174], [8.97459, -3.38857, 0.13050], [8.77753, -1.96954, 1.03606], [7.35918, -2.89288, 0.39191], [8.73604, -5.73187, 1.50073], [7.01994, -5.36525, 1.24625], [7.72080, -5.68052, 2.89001], [7.75653, -3.65118, 4.30991], [6.46138, -3.53050, 3.06099], [6.60260, -1.37083, 4.23326], [6.95908, -1.21604, 2.54363], [8.64332, -0.23148, 3.67045], [-3.62119, 5.52201, -5.28472], [-2.38805, 4.59044, -5.63932], [-1.01677, 5.39993, -5.59552], [-2.24005, 3.60261, -4.48246], [-2.47441, 3.88891, -7.00315], [-2.35990, 4.70366, -8.29505], [-3.21588, 5.85811, -8.28761], [-3.86905, 6.29213, -6.01519], [-3.44081, 5.95677, -4.30159], [-4.51408, 4.89743, -5.31236], [-0.22860, 4.89302, -6.15225], [-0.79081, 5.51859, -4.53581], [-1.24979, 6.34192, -6.09196], [-2.13471, 4.23665, -3.60211], [-1.34382, 2.99311, -4.59805], [-3.12766, 2.99984, -4.29030], [-3.45344, 3.41109, -7.03912], [-1.64397, 3.18317, -6.98258], [-2.65104, 4.16449, -9.19651], [-1.33199, 4.96960, -8.54156], [-3.23094, 6.34232, -9.11641], [-8.48536, 3.82063, 0.19028], [-8.67171, 3.19378, -1.27425], [-7.73271, 2.47974, 0.69085], [-7.09167, 4.59295, -0.15320], [-8.55519, 4.44335, 1.71046], [-9.31546, 5.12202, -0.28134], [-9.90992, 3.11581, 0.48326], [-7.71683, -8.57769, 2.62876], [-6.37681, -7.68539, 2.96292], [-7.84846, -7.64578, 1.26598], [-6.68701, -9.64894, 1.97785], [-9.01302, -9.47554, 2.16452], [-7.51097, -9.28332, 4.04817], [-8.54936, -7.51535, 3.58046], [5.62339, 2.61893, -2.30933], [5.96899, 2.65265, -3.87765], [5.95402, 4.21102, -2.18991], [4.05232, 2.92530, -2.50100], [5.34429, 2.34622, -0.74803], [5.22696, 1.08349, -2.59795], [7.18486, 2.25270, -2.15656], [1.21490, -8.62197, -0.76942], [0.60830, -7.67493, 0.43399], [-0.01720, -8.00461, -1.74790], [2.19084, -7.49263, -1.38335], [1.83888, -9.70125, -1.85536], [2.40972, -9.09498, 0.26351], [0.29216, -9.86650, -0.25558], [-3.33503, -3.52055, -6.36044], [-3.32721, -2.32718, -5.26959], [-4.77371, -2.92464, -6.89287], [-2.55378, -2.54342, -7.43033], [-3.31974, -4.84921, -7.35634], [-1.96756, -3.92071, -5.63104], [-4.18481, -4.42934, -5.31275], [0.63616, -2.27575, 6.50060], [-0.04260, -3.34576, 7.50162], [1.95870, -2.54156, 7.37073], [1.22338, -3.37664, 5.43013], [1.33298, -1.06751, 5.67067], [-0.66006, -2.02418, 5.57630], [-0.00494, -1.16962, 7.50461]]
}


Entry 4:
{
  "formula": "C18H62N2O12",
  "method": "ωB97M-V/def2-TZVPD",
  "relative_energy_kcal_mol": 88.48,
  "max_force_ha_per_bohr": 0.0504,
  "smiles": "COC[C@H](C)N.COC[C@H](C)N.CO.CO.CO.CO.CO.CO.CO.CO.CO.CO",
  "species": ["C", "C", "C", "O", "C", "N", "H", "H", "H", "H", "H", "H", "H", "H", "H", "H", "H", "C", "C", "C", "O", "C", "N", "H", "H", "H", "H", "H", "H", "H", "H", "H", "H", "H", "C", "O", "H", "H", "H", "H", "C", "O", "H", "H", "H", "H", "C", "O", "H", "H", "H", "H", "C", "O", "H", "H", "H", "H", "C", "O", "H", "H", "H", "H", "C", "O", "H", "H", "H", "H", "C", "O", "H", "H", "H", "H", "C", "O", "H", "H", "H", "H", "C", "O", "H", "H", "H", "H", "C", "O", "H", "H", "H", "H"],
  "coordinates": [[-0.11117, 2.27290, -3.62839], [1.14691, 3.11670, -3.55445], [2.40660, 2.30486, -3.90312], [2.74236, 1.51370, -2.68739], [4.10589, 1.08879, -2.63487], [1.10350, 4.25644, -4.42572], [-0.42371, 1.97956, -4.60338], [-0.89003, 2.80240, -3.10309], [0.11996, 1.33983, -3.10370], [1.15506, 3.43768, -2.52210], [3.22697, 3.00815, -4.16323], [2.23935, 1.64760, -4.78590], [4.21701, 0.34523, -1.81067], [4.69087, 1.98883, -2.39561], [4.43486, 0.60960, -3.51733], [0.19933, 4.75513, -4.35187], [1.85580, 4.87281, -4.22797], [1.29125, -0.95226, -1.42022], [0.16149, -0.11983, -0.82751], [-0.51375, -0.84837, 0.33458], [-1.03709, -2.11379, -0.07554], [-2.07034, -2.17921, -1.03242], [0.67691, 1.22837, -0.46908], [1.78177, -0.41463, -2.21741], [0.88717, -1.85714, -1.76322], [2.06575, -1.09236, -0.66683], [-0.59307, 0.01615, -1.55834], [-1.32997, -0.27236, 0.76400], [0.19919, -1.14507, 1.14021], [-2.90751, -1.49294, -0.76091], [-2.36759, -3.21475, -1.03645], [-1.76162, -1.89148, -2.05897], [1.46630, 1.52823, -1.06268], [-0.02349, 1.96076, -0.45775], [1.66349, -1.33089, -5.01337], [2.96913, -1.41378, -4.42027], [1.05958, -2.17679, -4.69799], [1.09291, -0.41392, -4.70526], [1.83316, -1.35870, -6.07642], [2.78848, -1.51664, -3.47161], [3.34641, -3.48988, -0.25119], [3.94544, -2.50822, 0.50669], [3.73084, -4.50001, -0.03477], [2.31609, -3.62505, 0.02913], [3.33006, -3.27331, -1.29131], [3.55183, -2.36976, 1.38608], [-0.39284, 5.50178, 0.51601], [-0.51726, 4.48429, -0.47620], [-1.24797, 6.18997, 0.48856], [-0.40651, 5.10818, 1.51317], [0.51020, 6.05205, 0.36071], [-1.40755, 4.05322, -0.48430], [-3.79243, 2.09876, -0.37410], [-3.35605, 3.35754, 0.05943], [-3.17942, 1.78792, -1.22185], [-3.83154, 1.43169, 0.45625], [-4.80833, 2.09351, -0.76439], [-3.69493, 3.62792, 0.91431], [-1.09622, -2.38334, 3.73262], [-1.83254, -3.38377, 4.47630], [-1.74663, -1.58489, 3.33917], [-0.39942, -2.01882, 4.45428], [-0.50383, -2.81153, 2.94934], [-2.67538, -3.50311, 4.10249], [0.41967, 0.58072, 5.25552], [0.12763, 0.50496, 3.86926], [-0.22471, 1.31555, 5.67969], [0.15727, -0.39675, 5.70103], [1.50141, 0.76047, 5.34132], [0.84824, 1.09854, 3.40914], [-4.90745, -3.71302, 1.60259], [-4.28266, -3.92833, 2.92233], [-4.19726, -3.79792, 0.80996], [-5.72344, -4.44180, 1.56420], [-5.33566, -2.69879, 1.58711], [-4.16576, -4.84521, 3.08526], [-1.30323, 2.83438, 2.47583], [-1.90264, 1.50538, 2.39970], [-0.74393, 2.97600, 3.38582], [-0.57689, 2.93740, 1.68412], [-2.11878, 3.60561, 2.44579], [-1.37122, 0.92439, 2.95923], [-1.20743, -5.64362, 1.66415], [-1.68837, -4.62261, 0.78764], [-0.13096, -5.84640, 1.54276], [-1.45768, -5.41999, 2.73660], [-1.78395, -6.57499, 1.37787], [-1.35980, -3.70561, 0.91102], [3.00347, 0.88531, 2.01877], [1.78953, 1.58292, 2.11410], [2.91445, -0.18654, 2.22614], [3.40294, 1.05308, 0.96520], [3.70727, 1.34191, 2.71784], [1.21619, 1.31099, 1.34585]]
}


Entry 5:
{
  "formula": "C4H13N2Si",
  "method": "ωB97M-V/def2-TZVPD",
  "relative_energy_kcal_mol": 93.88,
  "charge": 1,
  "max_force_ha_per_bohr": 0.0925,
  "species": ["C", "C", "C", "C", "N", "N", "Si", "H", "H", "H", "H", "H", "H", "H", "H", "H", "H", "H", "H", "H"],
  "coordinates": [[-2.42812, 0.05744, 0.10477], [1.52031, -1.64942, 0.26448], [2.51504, 1.28651, -0.12009], [-0.18258, 0.95983, 0.45827], [-3.40581, 0.98841, -0.04119], [-2.61323, -1.29922, -0.04148], [1.11562, 0.04547, -0.59446], [2.17101, -1.19966, 1.16825], [0.60370, -2.08334, 0.66191], [2.03179, -2.44279, -0.23479], [3.41984, 1.21628, -0.88640], [2.35931, 2.35724, -0.03900], [3.03304, 0.98565, 0.82394], [-0.56463, 1.88480, 0.16829], [0.10165, 0.71184, 1.48463], [-3.16455, 1.92908, -0.13031], [-4.32246, 0.65581, -0.45190], [-1.94466, -1.83168, 0.48942], [-3.50146, -1.82357, -0.27768], [0.80923, 0.24220, -2.03851]]
}


Entry 6:
{
  "formula": "C4H6N2O",
  "method": "ωB97M-V/def2-TZVPD",
  "relative_energy_kcal_mol": 81.55,
  "max_force_ha_per_bohr": 0.0111,
  "species": ["N", "C", "C", "N", "C", "O", "C", "H", "H", "H", "H", "H", "H"],
  "coordinates": [[0.80931, 0.48570, 1.96408], [0.28464, 0.28826, 0.68254], [0.18304, 1.20280, -0.32067], [-0.19396, 0.52879, -1.53485], [-0.39835, -0.76725, -1.23679], [-1.13486, -1.66852, -1.80771], [-0.03923, -1.04933, 0.13026], [0.88928, 1.46471, 2.22095], [0.31106, -0.02682, 2.68446], [0.41065, 2.26523, -0.33942], [-0.69455, 1.00572, -2.27584], [-1.12833, -1.89929, -0.48576], [0.70131, -1.83000, 0.31877]]
}


So what do the calculations give for DFT total energy? Going down the list: -95134.1951; -16292.9527; -187218.3735; -47216.0851; -15207.2192; -9269.9654 eV.